# 1
{"formula": "C3H11NO7PS", "method": "ωB97M-V/def2-TZVPD", "elements": ["S", "P", "O", "O", "O", "O", "O", "O", "O", "N", "C", "C", "C", "H", "H", "H", "H", "H", "H", "H", "H", "H", "H", "H"], "positions_angstrom": [[-0.8243, -0.0893, -1.2135], [-2.4267, 1.0081, 0.7762], [0.1126, -1.3396, -0.7044], [-0.8867, 0.9380, -0.0047], [2.1617, -0.4495, -0.0863], [-2.2735, -1.1269, -4.1016], [-0.0969, 0.5396, -2.2792], [-2.0871, 2.2204, 1.7666], [1.9927, 1.7908, 0.1381], [-2.3784, -0.3118, 1.8306], [2.3944, 0.7437, 0.5829], [3.1981, 0.6708, 1.8396], [1.0433, -1.1498, 0.3487], [-1.4581, -0.7990, -3.6452], [1.3550, -2.1380, 0.6347], [-1.4645, -0.7212, 1.9691], [-1.2324, 2.0636, 2.1854], [-3.0590, -1.0087, 1.5788], [4.0444, 0.0156, 1.7097], [0.5942, -0.6870, 1.2149], [-2.8059, -0.3850, -4.4495], [2.6022, 0.3311, 2.6718], [-2.0602, -1.7747, -4.8003], [3.5548, 1.6588, 2.0374]], "energy_ev": -39228.0131, "orbital_gap_ev": 8.16, "charge": 1}

# 2
{"formula": "C2H4NP", "method": "ωB97M-V/def2-TZVPD", "elements": ["P", "N", "C", "C", "H", "H", "H", "H"], "positions_angstrom": [[-1.0921, -0.4162, 0.3659], [-1.1231, 3.4379, -1.7579], [-0.7394, 2.4640, -1.2639], [0.1431, 0.3980, -0.6055], [0.9480, 0.7366, 0.1402], [-1.2489, -1.6625, -0.1799], [0.2406, 0.3389, -1.6124], [-0.4725, -0.9604, 1.4040]], "energy_ev": -12912.9142, "orbital_gap_ev": 8.51, "charge": 0, "e_above_lowest_ev": 3.6149}

# 3
{"formula": "C9H7NO4STi", "method": "ωB97M-V/def2-TZVPD", "elements": ["Ti", "S", "O", "O", "O", "O", "N", "C", "C", "C", "C", "C", "C", "C", "C", "C", "H", "H", "H", "H", "H", "H", "H"], "positions_angstrom": [[0.1418, 0.7499, -0.3513], [-1.5044, -2.8116, 2.0952], [-3.1506, 1.0240, -0.3240], [0.2202, 3.8239, -1.7299], [0.2219, 2.5727, 2.4100], [3.4334, 0.8962, -0.2354], [-0.2279, -0.8523, 1.0238], [-0.0846, -2.1723, 2.9049], [0.2333, 2.7513, -1.2903], [-1.2838, -1.6675, 0.8379], [0.2158, -0.9464, -1.9877], [-1.9922, 0.9960, -0.4072], [0.2057, 0.3276, -2.6337], [0.1989, 1.9683, 1.4242], [0.4857, -1.1407, 2.2034], [2.2792, 0.7820, -0.2700], [1.3637, -0.5415, 2.4397], [-0.6775, -1.5738, -1.9565], [1.1620, -1.4889, -1.8497], [-1.9354, -1.6116, -0.0300], [0.2747, -2.5615, 3.8476], [-0.7114, 0.7239, -3.0817], [1.1315, 0.7521, -3.0393]], "energy_ev": -53042.5369, "orbital_gap_ev": [5.71, 5.98], "multiplicity": 2, "charge": 3, "e_above_lowest_ev": 0.5552}